Record 1
Density functional theory data (ωB97M-V/def2-TZVPD) for a 2-piece molecular cluster, C6H16 overall at a distorted geometry.

Summary:
- total energy (hartree) = -238.12017
- frontier orbital gap (spin up / spin down) (eV) = 2.153 / 11.769
- <S²> = 0.75
- largest force on an atom (Eh/bohr) = 0.0286
- highest occupied orbital energy (spin up / spin down) (eV) = 1.495 / -7.877
- energy relative to the best compared isomer or geometry (same formula, charge and spin) (kcal per mole) = 8.50
- E_LUMO (spin up / spin down) (Eh) = 0.1341 / 0.1430

ORCA input file:
```
! wB97M-V def2-TZVPD RIJCOSX def2/J DEFGRID3
* xyz -1 2
C -0.10 -3.65 -0.31
C 1.34 -4.09 0.03
C 2.22 -3.01 0.64
H 0.00 -2.91 -1.10
H -0.65 -4.56 -0.59
H -0.67 -3.19 0.48
H 1.37 -4.85 0.83
H 1.63 -4.66 -0.86
H 3.26 -3.32 0.54
H 1.92 -2.80 1.66
H 2.23 -2.05 0.11
C -1.29 4.37 -1.18
C -0.68 3.30 -0.28
C -1.32 2.99 1.07
H -2.35 4.53 -0.94
H -0.84 5.35 -1.01
H -1.17 4.18 -2.24
H -0.73 2.38 -0.89
H 0.39 3.42 -0.07
H -1.24 3.72 1.86
H -0.93 2.02 1.42
H -2.38 2.84 0.83
*
```



Record 2
Density functional theory data (ωB97M-V/def2-TZVPD) for C5H13Cl2LaNd as an isolated structure at a distorted geometry.

Summary:
- total energy (hartree) = -1711.44220
- frontier orbital gap (spin up / spin down) (eV) = 5.557 / 5.560
- <S²> = 3.76
- largest force on an atom (Eh/bohr) = 0.1105
- highest occupied orbital energy (spin up / spin down) (eV) = -3.269 / -3.269
- energy relative to the best compared isomer or geometry (same formula, charge and spin) (kcal per mole) = 33.95
- E_LUMO (spin up / spin down) (Eh) = 0.0841 / 0.0842

ORCA input file:
```
! wB97M-V def2-TZVPD RIJCOSX def2/J DEFGRID3
* xyz -1 4
Nd 0.88 2.09 -0.40
Cl -1.38 3.10 0.01
C 0.97 1.84 -2.81
C 2.05 3.15 1.51
H 1.86 2.36 -3.21
H 0.89 0.77 -3.09
H 0.02 2.40 -2.99
H 2.98 3.66 1.17
H 2.19 2.42 2.34
H 1.18 3.85 1.69
La -1.22 -1.88 0.49
C -1.61 -2.01 2.83
C 0.88 -1.41 0.29
H -0.55 -2.25 3.15
H -2.00 -1.04 3.24
H -2.32 -2.87 2.85
H 1.71 -0.70 0.79
H 1.35 -1.87 -0.63
Cl -3.39 -2.75 -1.33
C -1.81 -2.88 -1.78
H -1.27 -3.78 -1.57
H -1.42 -2.19 -2.55
*
```



Record 3
Density functional theory data (ωB97M-V/def2-TZVPD) for C35H56CeClN7O11S as an isolated structure at a distorted geometry.

Summary:
- total energy (hartree) = -3911.25424
- frontier orbital gap (spin up / spin down) (eV) = 4.098 / 4.095
- largest force on an atom (Eh/bohr) = 0.0855
- highest occupied orbital energy (spin up / spin down) (eV) = -11.728 / -11.728
- energy relative to the best compared isomer or geometry (same formula, charge and spin) (kcal per mole) = 0.00
- E_LUMO (spin up / spin down) (Eh) = -0.2804 / -0.2805

ORCA input file:
```
! wB97M-V def2-TZVPD RIJCOSX def2/J DEFGRID3
* xyz 2 1
Ce -0.91 -0.78 2.15
C 2.39 -3.26 1.91
O 1.18 -3.03 1.21
C 1.00 -3.93 0.10
C -0.48 -4.13 0.00
O -1.26 -2.93 0.19
C -2.53 -2.97 -0.44
C -3.52 -2.37 0.55
O -3.12 -0.98 0.91
C -4.23 -0.14 1.35
H 3.19 -2.74 1.35
H 2.34 -2.85 2.91
H 2.59 -4.35 2.05
H 1.48 -3.49 -0.81
H 1.54 -4.83 0.40
H -0.70 -4.69 -0.94
H -0.78 -4.79 0.84
H -2.57 -2.36 -1.38
H -2.79 -4.02 -0.64
H -4.52 -2.36 0.03
H -3.58 -3.03 1.48
H -4.51 0.47 0.47
H -5.02 -0.81 1.74
H -3.81 0.51 2.15
Cl -3.17 5.94 5.56
C -2.75 4.61 4.57
C -2.18 4.86 3.26
C -1.78 3.77 2.50
C -1.79 2.44 3.03
O -1.31 1.47 2.31
C -2.48 2.20 4.27
C -2.68 0.90 4.77
O -2.29 -0.18 4.26
C -2.97 3.32 4.99
H -2.02 5.86 2.93
H -1.32 3.98 1.52
H -3.22 0.80 5.74
H -3.58 3.20 5.88
N 1.81 0.38 1.88
C 1.95 0.78 0.47
C 3.33 1.28 0.01
C 4.48 0.27 -0.08
C 4.43 -0.88 -1.14
N 4.35 -0.41 -2.52
C 5.41 0.02 -3.17
N 6.57 0.20 -2.45
N 5.34 0.27 -4.48
C 1.13 -0.14 -0.44
O 1.57 -0.48 -1.51
O -0.05 -0.35 0.05
H 1.84 1.20 2.55
H 2.50 -0.34 2.25
H 1.36 1.68 0.39
H 3.68 2.10 0.66
H 3.16 1.81 -0.95
H 4.59 -0.18 0.92
H 5.41 0.81 -0.26
H 3.53 -1.49 -0.92
H 5.36 -1.51 -0.99
H 3.42 -0.24 -2.89
H 6.70 -0.31 -1.59
H 7.43 0.33 -3.02
H 4.51 -0.09 -5.00
H 6.11 0.64 -5.01
C 0.76 5.19 -5.03
C -0.51 5.91 -4.59
C -1.46 5.01 -3.82
C -0.80 4.50 -2.53
N -1.66 3.52 -1.81
C -2.10 2.33 -2.35
S -3.68 1.78 -2.00
N -1.18 1.68 -3.10
C -1.34 0.35 -3.71
C -0.50 0.21 -5.05
C -1.34 0.46 -6.33
C -1.86 1.92 -6.48
H 1.34 5.76 -5.76
H 0.49 4.26 -5.56
H 1.48 4.93 -4.27
H -1.07 6.17 -5.51
H -0.30 6.84 -4.02
H -1.76 4.11 -4.39
H -2.37 5.52 -3.58
H -0.57 5.36 -1.85
H 0.14 4.00 -2.81
H -2.35 3.95 -1.23
H -0.22 1.96 -3.04
H -2.40 0.27 -3.87
H -0.99 -0.40 -3.00
H -0.07 -0.79 -5.08
H 0.27 0.99 -4.99
H -2.18 -0.26 -6.33
H -0.73 0.24 -7.21
H -2.62 2.13 -5.72
H -2.32 2.02 -7.47
H -1.08 2.68 -6.39
O -1.55 -2.87 3.35
C -0.52 -2.79 4.08
O 0.35 -1.88 3.93
C -0.31 -3.81 5.14
C 0.70 -3.58 6.14
C 0.90 -4.50 7.15
C 0.24 -5.73 7.16
C -0.69 -5.94 6.16
C -1.08 -4.99 5.16
N -1.26 -7.21 6.12
O -0.84 -8.09 6.92
O -2.13 -7.36 5.23
H 1.25 -2.63 6.14
H 1.67 -4.22 7.88
H 0.38 -6.48 7.93
H -1.89 -5.18 4.41
*
```